DFT (the ωB97M-V functional and the def2-TZVPD basis) results for a cluster of 2 separate species, C9H13NO2 in total in a non-equilibrium geometry.

The geometry in XYZ format:
```
25
Properties=species:S:1:pos:R:3:forces:R:3:nbo_charge:R:1
C 1.5013 -1.9032 2.1298 -1.2 -2.0 3.2 -0.659
C 0.4475 -0.7670 2.1575 1.7 -2.4 -1.6 -0.029
C -0.8495 -1.0686 2.4871 -1.8 3.0 -0.2 -0.201
C -1.8568 -0.0348 2.3895 1.4 -0.1 -0.6 -0.274
C -1.4793 1.2199 1.9275 -0.4 0.1 -1.0 0.274
O -2.3656 2.2884 1.6754 -2.5 -2.9 0.1 -0.674
C -0.1722 1.3928 1.4621 0.1 4.0 -0.1 -0.235
C 0.7988 0.4683 1.6026 -0.2 -0.9 0.0 -0.210
H 2.0470 -1.8360 3.0905 0.6 0.4 -0.7 0.220
H 2.1487 -2.2299 1.3441 0.5 1.2 -1.0 0.229
H 1.0981 -2.9484 2.3596 -0.6 1.4 -0.3 0.212
H -1.2436 -1.9927 2.8040 0.3 -1.2 0.3 0.216
H -2.9106 -0.2479 2.4724 -0.1 -0.2 0.5 0.205
H -3.3077 1.8227 1.5644 3.0 1.8 0.5 0.475
H 0.1361 2.4403 1.0711 -0.8 -1.9 0.4 0.228
H 1.7610 0.6787 1.1527 0.2 -0.3 0.4 0.222
C 1.3920 -0.2549 -3.1744 2.1 2.4 2.3 -0.723
C 0.5252 0.8582 -3.6579 -2.0 1.9 -0.7 0.672
N -0.8134 0.5324 -3.9611 1.3 -0.1 0.3 -0.847
O 0.8414 2.0605 -3.6751 -0.1 -2.5 0.2 -0.608
H 2.4663 0.1774 -3.1732 -1.7 -1.0 0.0 0.245
H 1.3642 -1.1946 -3.6299 -0.3 -1.2 -1.1 0.227
H 1.0876 -0.3940 -2.0928 0.4 0.1 -1.0 0.247
H -1.4293 1.2984 -4.1105 -0.1 0.6 -0.2 0.397
H -1.1871 -0.3661 -4.2154 0.5 -0.1 0.2 0.389
```
Forces are in eV/Å.

## Properties
E ... -555.94130 Eh
E_LUMO ... 0.64 eV

=====

DFT (the ωB97M-V functional and the def2-TZVPD basis) results for a cluster of 2 separate species, C9H13NO2PS in total in a non-equilibrium geometry.

The geometry in XYZ format:
```
27
Properties=species:S:1:pos:R:3:forces:R:3:nbo_charge:R:1
S -3.1286 -3.4440 -0.5551 0.9 0.2 -0.4 -0.475
P -1.5419 -2.7591 -1.4558 -2.4 -1.6 1.6 0.937
N -1.8291 -0.9969 -1.6884 0.9 0.3 -0.5 -0.578
C -0.8201 -0.1293 -1.3418 -0.8 2.6 -0.3 0.062
C -1.0223 1.3063 -1.4710 -1.9 -1.6 -0.7 -0.217
C -2.3112 1.7823 -2.0017 0.5 -2.1 0.4 -0.082
C -3.3477 0.7920 -2.3532 2.2 -0.6 0.9 -0.217
C -3.0506 -0.6165 -2.1869 -0.5 3.0 -0.3 0.077
H -0.3630 -2.8737 -0.6496 -0.2 0.6 -0.9 0.040
H -1.4147 -3.4286 -2.7035 0.7 0.9 0.1 0.044
H 0.1660 -0.4861 -0.9413 -1.1 0.0 -0.5 0.298
H -0.1920 1.9768 -1.1675 -0.8 -0.5 -0.3 0.275
H -2.5004 2.8768 -2.1315 0.2 -1.2 0.2 0.262
H -4.3540 1.0789 -2.7308 1.1 -0.2 0.3 0.269
H -3.8493 -1.3393 -2.4761 1.2 0.2 0.6 0.281
O 2.0070 0.0289 -0.3812 -0.1 0.4 0.1 -0.628
C 2.2833 0.3486 0.7516 0.3 -0.2 -0.1 0.812
O 2.8928 1.5069 1.0685 -0.4 -0.4 -0.4 -0.467
C 3.1783 1.5336 2.4792 0.2 0.2 0.5 -0.075
C 2.2093 0.5483 3.0967 -0.2 -0.1 0.4 -0.430
C 2.0511 -0.4809 1.9916 -0.2 0.3 0.3 -0.532
H 4.2205 1.2425 2.6282 0.0 0.0 -0.1 0.194
H 3.0369 2.5431 2.8622 0.1 0.0 -0.3 0.211
H 2.5607 0.1320 4.0400 0.0 0.1 -0.1 0.239
H 1.2496 1.0377 3.2826 0.1 0.0 0.0 0.212
H 2.8147 -1.2596 2.0461 -0.1 -0.1 -0.1 0.252
H 1.0546 -0.9206 1.9887 0.2 -0.2 -0.2 0.234
```
Forces are in eV/Å.

## Properties
E ... -1295.25611 Eh
Charge ... +1
E_LUMO ... -4.70 eV

=====

DFT (the ωB97M-V functional and the def2-TZVPD basis) results for the molecule C9H13NO3 in a non-equilibrium geometry.

The geometry in XYZ format:
```
26
Properties=species:S:1:pos:R:3:forces:R:3:nbo_charge:R:1
C -1.3076 -2.0788 -2.2427 -1.7 0.8 2.2 -0.654
C -1.4473 -2.4962 -0.7537 -0.5 -0.1 0.4 0.006
N -2.7945 -1.7790 -0.1541 3.9 -2.7 1.2 -0.877
C -0.1789 -2.1190 0.1309 -2.2 1.8 -1.0 -0.446
C 0.3124 -0.6380 0.1433 -1.1 -2.1 -0.3 -0.144
C 1.2381 0.0019 -0.6067 2.5 1.3 -0.6 -0.257
C 1.5940 1.3690 -0.3732 0.3 -2.6 0.4 0.190
O 2.6370 1.9345 -1.0794 -0.4 0.7 0.3 -0.702
C 1.1246 2.0422 0.7805 -0.2 -0.9 -3.1 0.259
O 1.4164 3.3388 0.9150 2.3 1.0 -0.3 -0.653
C 0.1368 1.4134 1.4543 -1.0 -1.4 1.1 -0.306
C -0.3335 0.1376 1.0481 -1.4 1.7 1.3 0.340
O -1.5480 -0.2755 1.4670 0.1 -0.1 0.7 -0.732
H -2.0419 -2.6956 -2.8095 0.6 1.0 -0.1 0.221
H -0.3062 -2.0809 -2.6137 0.6 -0.6 -0.2 0.224
H -1.5107 -0.9780 -2.0922 -0.3 -0.9 -1.1 0.226
H -1.5461 -3.6139 -0.5854 -0.2 1.2 -0.4 0.187
H -3.1834 -2.3680 0.6107 0.1 0.5 -1.2 0.385
H -3.4382 -1.5265 -0.8389 -1.2 0.2 -1.3 0.385
H -0.6590 -2.2085 1.0959 0.9 -0.8 0.7 0.227
H 0.5347 -2.8680 -0.1191 0.9 -0.4 0.1 0.222
H 1.8545 -0.6446 -1.2483 -0.1 0.7 -0.3 0.196
H 2.9579 1.2586 -1.6659 0.4 -0.2 -0.5 0.485
H 2.2225 3.4792 0.3237 -1.4 0.1 1.1 0.496
H -0.2516 1.8420 2.3601 -0.6 0.3 0.0 0.230
H -1.9446 -0.9196 0.7567 -0.3 1.4 0.8 0.493
```
Forces are in eV/Å.

## Properties
E ... -631.15289 Eh
E_LUMO ... 0.68 eV

=====

DFT (the ωB97M-V functional and the def2-TZVPD basis) results for a cluster of 2 separate species, C9H13NOS in total in a non-equilibrium geometry.

The geometry in XYZ format:
```
25
Properties=species:S:1:pos:R:3:forces:R:3:nbo_charge:R:1
C 1.1436 4.0021 0.5896 0.1 -1.1 -0.4 -0.203
C 0.3284 3.3382 1.4898 1.0 1.1 2.2 -0.214
C 1.3629 3.4753 -0.7342 -1.4 0.5 3.2 -0.227
C 0.6717 2.3693 -0.9712 -2.3 -1.4 0.2 0.003
C -0.3669 2.1439 1.1994 -0.4 1.1 1.9 -0.004
C -0.1855 1.7704 -0.0723 0.3 0.2 -1.1 -0.056
C -0.1286 1.1745 -1.4146 2.5 -1.0 0.3 -0.385
C -1.1032 1.4415 2.3368 -1.0 1.6 -2.0 -0.628
C 0.1541 -4.2862 -2.0224 -2.0 1.6 -1.5 -0.893
N 0.0001 -2.4234 -0.1158 0.9 -2.0 -0.3 -1.007
O 1.2031 -1.9256 -2.3368 0.0 1.0 -1.6 -0.953
S 1.1907 -2.9955 -1.3793 0.1 -0.1 3.2 1.381
H 1.7260 4.8239 0.9559 0.1 0.5 -0.1 0.206
H 0.3556 3.7187 2.5938 -0.3 -0.6 -2.1 0.200
H 1.9483 3.9785 -1.3761 2.1 1.6 -2.3 0.201
H 0.5236 -2.2666 0.7864 -0.7 -0.4 -1.3 0.381
H -0.8445 1.1889 -2.1938 -1.0 0.3 -0.4 0.217
H 0.5381 0.3110 -1.4332 -0.6 -0.3 -0.5 0.233
H -2.0551 1.1008 1.9234 -0.3 0.3 0.5 0.219
H -1.1776 2.0534 3.2479 0.0 -0.5 -0.4 0.219
H -0.5576 0.5725 2.4078 1.2 -2.1 1.2 0.216
H -0.3963 -4.9220 -1.3753 0.2 -0.8 1.2 0.235
H -0.6873 -3.6524 -2.4425 0.9 -0.7 -0.3 0.248
H 0.6618 -4.8591 -2.7895 0.1 0.2 -0.1 0.252
H -0.5775 -3.2934 -0.0376 0.3 1.3 0.7 0.359
```
Forces are in eV/Å.

## Properties
E ... -878.74751 Eh
E_LUMO ... 0.55 eV